Below is a 13-piece molecular cluster, C50H130BN15O20P5 overall, with properties calculated with wB97M-V/def2-TZVPD.

Geometry as ORCA input:
```
! RIJCOSX wB97M-V def2-TZVPD def2/J DEFGRID3
* xyz -1 1
O 3.3075 -0.2844 -0.7362
C 2.0961 -0.0394 -0.7829
O 1.4479 1.1108 -0.8627
B 0.0106 0.7875 -0.8053
O -0.1356 -0.6416 -0.9486
C 1.0642 -1.1806 -0.7684
O 1.2064 -2.3642 -0.6312
O -0.7592 1.5804 -1.9311
C -1.4817 2.4902 -1.3320
O -2.1621 3.3094 -1.8638
C -1.4337 2.2978 0.2460
O -0.6941 1.2261 0.3976
O -1.8597 3.0300 1.1103
C -4.6957 0.5100 -0.9372
C -5.9378 -0.2018 -1.3855
C -5.7137 -0.5007 -2.8425
O -4.3587 -0.9079 -2.8908
C -3.6296 -0.0231 -1.9862
H -4.3392 0.3107 0.0577
H -4.6618 1.5961 -1.0693
H -6.8693 0.3785 -1.1614
H -6.1102 -1.1467 -0.8876
H -5.7972 0.4691 -3.4243
H -6.3587 -1.2385 -3.3611
H -3.1688 0.7510 -2.5869
H -2.9063 -0.7073 -1.4330
C 0.4160 6.8575 -0.3407
C 1.0704 5.7998 0.6288
C 0.0159 5.8017 1.8018
O -1.1065 6.5133 1.3481
C -0.5740 7.6046 0.5515
H -0.2457 6.2356 -0.9230
H 1.1427 7.4374 -0.8877
H 2.0896 6.1417 0.9817
H 1.0247 4.7855 0.1851
H 0.3460 6.2570 2.7471
H -0.2539 4.8226 2.0997
H -0.0339 8.3756 1.1482
H -1.3473 8.0286 -0.0799
C -5.8757 8.5798 -0.0117
C -4.5666 8.4792 -0.8676
C -5.1345 8.1969 -2.3228
O -6.3835 8.9110 -2.3109
C -7.0026 8.6424 -1.0720
H -5.7922 9.4811 0.5747
H -5.9331 7.7050 0.6178
H -3.9472 7.5984 -0.5649
H -4.0628 9.3994 -0.8881
H -5.4457 7.1802 -2.4967
H -4.5788 8.5693 -3.1422
H -7.4767 7.6871 -1.1557
H -7.7947 9.3214 -0.8616
C -0.7901 -1.3163 -4.3059
O -0.8810 -2.4153 -5.2090
H -1.2770 -0.4354 -4.6664
H -1.1995 -1.5989 -3.3229
H 0.2829 -1.0410 -4.2190
H -1.7713 -2.3178 -5.5526
C -3.7760 -0.3429 -6.2063
O -3.5639 -1.5488 -5.4929
H -4.3601 0.3725 -5.6110
H -2.7853 0.1553 -6.3012
H -4.1628 -0.3996 -7.2378
H -3.8548 -1.3770 -4.5984
C -5.5953 4.0907 -3.8660
O -4.8460 2.9171 -3.9213
H -6.2657 4.1281 -2.9917
H -4.9261 4.9793 -3.9324
H -6.2319 4.0409 -4.7153
H -4.3734 2.9776 -3.0853
C -4.7977 4.2190 0.4830
O -4.5458 4.1058 -0.9232
H -5.5548 4.9591 0.6057
H -5.1704 3.2501 0.8425
H -3.9285 4.6385 1.0085
H -3.5901 4.2442 -1.0300
O 6.1029 -6.7632 -3.7048
P 5.7296 -6.1674 -2.4066
N 4.5324 -6.9138 -1.5136
C 4.7585 -8.1587 -0.9061
C 3.2185 -6.7933 -1.9802
N 5.0170 -4.6937 -2.6984
C 5.0891 -4.0326 -4.0157
C 4.0554 -4.0505 -1.7992
N 7.0784 -6.1577 -1.3381
C 7.0051 -5.9262 0.0879
C 8.3410 -5.7804 -1.9788
H 4.6292 -8.9673 -1.6516
H 4.0931 -8.3114 -0.0752
H 5.7863 -8.2097 -0.5790
H 2.7853 -7.7200 -2.4210
H 3.1803 -6.0583 -2.7303
H 2.4660 -6.5248 -1.1917
H 5.4530 -2.9837 -3.9825
H 5.5966 -4.7715 -4.7006
H 4.0616 -3.9842 -4.4001
H 4.3493 -3.0101 -1.6268
H 3.0577 -4.0433 -2.2491
H 4.0241 -4.5424 -0.7728
H 7.3084 -4.8526 0.2879
H 5.9864 -6.1622 0.4902
H 7.8033 -6.5252 0.5808
H 9.1778 -6.3370 -1.5818
H 8.5456 -4.7120 -1.8307
H 8.2842 -5.9455 -3.0275
O 2.6803 2.5040 6.1316
P 2.3388 1.4356 5.1664
N 3.6689 0.7493 4.4208
C 4.7841 0.5702 5.2649
C 3.6275 0.1111 3.1015
N 1.4682 2.0175 3.8243
C 2.0273 3.1679 3.1743
C 0.0271 2.1135 3.9055
N 1.3522 0.3143 5.7888
C 0.9990 0.2371 7.2323
C 1.1399 -0.8161 4.9381
H 4.8637 -0.4639 5.4448
H 4.5834 1.0464 6.2250
H 5.7349 0.8953 4.7990
H 4.5139 0.5136 2.5566
H 2.7402 0.3269 2.5370
H 3.6394 -1.0110 3.1878
H 3.1059 3.0692 3.0148
H 1.6178 3.3763 2.1758
H 1.8547 3.9760 3.7983
H -0.4093 2.2468 2.8947
H -0.2998 1.1327 4.3433
H -0.3810 2.8811 4.6194
H 1.1479 -0.8153 7.6505
H 1.5320 0.9791 7.8117
H -0.0937 0.4473 7.3483
H 1.0104 -0.5534 3.8695
H 0.1665 -1.2683 5.1891
H 1.9158 -1.5766 5.0167
O -2.1246 -0.3986 4.5016
P -3.3419 -1.0383 3.9232
N -2.9285 -1.9787 2.6232
C -3.8967 -2.7790 2.0014
C -1.8395 -1.4832 1.7659
N -4.4783 0.0653 3.6087
C -5.8348 -0.2444 3.1500
C -4.1982 1.5160 3.5009
N -4.2001 -2.0442 4.8992
C -5.0695 -1.4804 5.8795
C -3.6470 -3.3038 5.4055
H -3.4479 -3.6145 1.4977
H -4.5305 -2.2691 1.2904
H -4.6082 -3.2635 2.6623
H -1.1333 -2.2866 1.4402
H -1.2275 -0.8513 2.4340
H -2.2942 -0.9769 0.9543
H -6.0245 -1.3090 3.1254
H -6.5968 0.2286 3.8143
H -6.0324 0.0964 2.1341
H -4.7744 2.0494 4.2209
H -3.1414 1.6571 3.7553
H -4.3807 1.9222 2.5446
H -5.8448 -2.2087 6.0676
H -4.4443 -1.3288 6.8301
H -5.6446 -0.6247 5.5056
H -4.5081 -4.0139 5.3218
H -3.2448 -3.1241 6.4253
H -2.8788 -3.5329 4.7302
O 7.7139 5.8819 -1.6872
P 6.9965 4.7487 -1.1325
N 6.1884 3.8638 -2.2805
C 6.3045 2.4589 -2.2359
C 5.5852 4.4891 -3.4692
N 5.8265 5.0766 0.0485
C 6.1979 5.7574 1.2159
C 4.7154 4.1095 0.2439
N 8.0243 3.7109 -0.4513
C 9.3831 3.6753 -0.9798
C 7.8127 2.8177 0.6916
H 7.2140 2.1344 -1.7042
H 6.4467 1.9860 -3.2512
H 5.5018 1.8783 -1.8159
H 6.2831 4.3309 -4.3361
H 5.5388 5.5610 -3.3778
H 4.6257 4.0583 -3.8167
H 6.4354 5.0111 2.0329
H 7.1841 6.2999 1.0582
H 5.4812 6.5260 1.3752
H 4.8542 3.2065 0.8923
H 3.8536 4.5470 0.6836
H 4.2998 3.7777 -0.6625
H 9.4923 4.3716 -1.8392
H 10.0917 4.0125 -0.2709
H 9.6208 2.6567 -1.4181
H 8.1515 1.8193 0.4213
H 6.7706 2.7771 1.0057
H 8.4839 3.1490 1.5202
O -2.7346 -6.7799 0.7918
P -2.7049 -6.2630 -0.5967
N -4.1384 -5.7795 -1.2656
C -4.3574 -5.6677 -2.7041
C -5.2667 -5.3306 -0.4782
N -2.2245 -7.4126 -1.7752
C -3.0392 -8.6048 -1.8000
C -0.8166 -7.5835 -2.1464
N -1.5889 -5.0630 -0.8130
C -1.5143 -4.2968 -2.0733
C -0.3595 -5.1867 -0.0021
H -4.3227 -4.6618 -3.0411
H -5.3935 -5.9582 -3.0009
H -3.6825 -6.1702 -3.3597
H -5.0776 -5.7281 0.5243
H -6.2211 -5.7500 -0.9305
H -5.4166 -4.2046 -0.5344
H -2.7146 -9.2737 -2.5818
H -2.8861 -9.1383 -0.8634
H -4.0852 -8.3246 -1.9775
H -0.1302 -7.8649 -1.2953
H -0.7277 -8.2565 -2.9878
H -0.4239 -6.5762 -2.4917
H -2.2469 -3.4860 -2.0226
H -0.4665 -3.8834 -2.0811
H -1.5406 -4.9095 -2.9903
H 0.3852 -5.8444 -0.4551
H -0.7110 -5.6901 0.9130
H 0.1279 -4.2014 0.1567
*
```

Summary:
Kohn-Sham gap   8.57 eV
Lowest unoccupied orbital energy   0.0721 Eh